# 1
# C35H44BaN6O7S2Si

A molecular structure, C35H44BaN6O7S2Si in a non-equilibrium geometry (the ωB97M-V functional and the def2-TZVPD basis, the Open Molecules 2025 dataset).

```
! RIJCOSX wB97M-V def2-TZVPD def2/J DEFGRID3
* xyz -2 1
Ba -0.1230 0.3812 1.5500
O -1.8175 3.5259 8.3129
C -2.5830 3.5027 7.3292
O -3.6003 4.2918 7.2264
C -2.3136 2.5634 6.2494
C -2.9329 2.6616 4.9629
C -2.5536 1.8269 3.8736
N -1.5301 0.9580 4.0397
C -0.9187 0.8346 5.2303
C -1.2237 1.7086 6.3383
C 0.2642 -0.0495 5.3208
C 0.8755 -0.2411 6.5556
C 1.9793 -1.0600 6.5550
C 2.5824 -1.5122 5.3725
C 1.9449 -1.1498 4.1998
N 0.8862 -0.3586 4.1525
C -3.2706 1.9488 2.6617
C -4.4317 2.7668 2.7094
C -4.9490 3.3067 1.5815
C -4.4954 2.7655 0.3519
C -3.3741 1.9043 0.3465
N -2.7227 1.4930 1.4782
H -3.4816 3.5323 4.6639
H -0.7686 1.7070 7.3171
H 0.4508 0.2675 7.4043
H 2.3554 -1.3496 7.5132
H 3.5532 -2.0178 5.4538
H 2.2717 -1.5346 3.2379
H -4.8915 2.8762 3.7284
H -5.7226 4.1141 1.5391
H -4.8993 3.0887 -0.5383
H -2.9167 1.4718 -0.4808
C 1.2437 5.3369 1.8511
C 0.3220 4.1744 1.8494
N -0.0950 3.1066 1.7620
H 1.2443 5.8757 2.8079
H 0.8707 6.0237 1.0629
H 2.2086 4.9681 1.5540
S -0.1334 -4.7048 1.0792
C -0.7362 -3.1996 1.3487
N -1.2335 -2.1766 1.6678
C -0.0111 0.8907 -6.3659
C -0.4019 1.0520 -4.8360
C -1.9046 1.0600 -4.8610
C 0.1671 2.2417 -4.0578
O 0.1493 -0.1325 -4.3632
Si -0.2193 -1.2258 -3.1683
S -0.8300 -0.0085 -1.4807
O 1.0579 -2.2626 -3.0345
C 2.5216 -2.5030 -2.9072
C 2.7147 -3.2731 -1.6779
C 3.1584 -1.1685 -2.9464
C 2.9260 -3.3411 -4.1391
O -1.6062 -2.0810 -3.5282
C -2.0923 -3.3806 -3.1800
C -1.0049 -4.4456 -3.4205
C -3.2089 -3.5294 -4.1807
C -2.5862 -3.4134 -1.7007
H -0.4156 1.5057 -7.1851
H -0.2879 -0.1420 -6.5950
H 1.1028 0.8688 -6.3666
H -2.2511 1.9539 -5.2862
H -2.2787 1.1776 -3.8397
H -2.3975 0.1964 -5.3296
H -0.3689 3.1729 -4.2827
H 1.2071 2.4335 -4.3589
H 0.0901 1.9249 -2.9266
H 2.3951 -2.8409 -0.7316
H 3.7565 -3.5959 -1.5909
H 2.1318 -4.1943 -1.7651
H 2.8078 -0.5491 -2.1110
H 2.9279 -0.6805 -3.9075
H 4.2465 -1.1590 -2.8815
H 2.3519 -4.3274 -4.1042
H 4.0019 -3.4208 -4.2629
H 2.5691 -2.7798 -5.0005
H -0.8019 -4.4307 -4.4885
H -1.3916 -5.4983 -3.2919
H -0.1928 -4.1753 -2.7541
H -3.1262 -2.8434 -5.0100
H -4.1580 -3.3760 -3.6440
H -3.1989 -4.5479 -4.6076
H -1.9019 -3.6135 -0.9528
H -3.2817 -4.1867 -1.6435
H -3.0495 -2.4277 -1.5139
O 3.8499 3.2743 1.2232
C 3.8027 2.0960 1.0221
C 5.0098 1.0854 0.8310
C 4.4403 -0.2655 0.7179
C 2.9304 0.0019 0.8840
O 2.1119 -0.9472 1.0278
N 2.6315 1.3374 0.8657
H 5.6744 1.3231 1.6166
H 5.4898 1.3974 -0.1397
H 4.7422 -1.1628 1.2853
H 4.6662 -0.6922 -0.2732
*
```

Properties
ΔE to the lowest compared entry with this formula, charge and spin = 171.8 kJ/mol
HOMO-LUMO gap = 0.226 Ha

***

# 2
# C3H6OS

2 unconnected molecules or ions with the total composition C3H6OS in a non-equilibrium geometry (the ωB97M-V functional and the def2-TZVPD basis, the Open Molecules 2025 dataset).

```
! RIJCOSX wB97M-V def2-TZVPD def2/J DEFGRID3
* xyz 0 1
C -1.3493 0.5981 -0.4795
C -1.7617 -0.4023 0.7123
C -0.5688 -0.6097 -0.1505
O 0.4181 -1.2930 -0.4336
S 4.1305 0.2579 0.1198
H -1.8264 0.7023 -1.3540
H -1.1096 1.6426 -0.3230
H -1.7121 -0.1018 1.6768
H -2.6794 -1.0907 0.5661
H 3.5408 -0.5975 -0.7357
H 2.9178 0.8941 0.4013
*
```

Properties
ΔE to the lowest compared entry with this formula, charge and spin = 266.1 kJ/mol
HOMO-LUMO gap = 0.375 Ha

***

# 3
# C44H42BBrN6O3P2S2Ti

A molecular structure, C44H42BBrN6O3P2S2Ti in a non-equilibrium geometry (the ωB97M-V functional and the def2-TZVPD basis, the Open Molecules 2025 dataset).

```
! RIJCOSX wB97M-V def2-TZVPD def2/J DEFGRID3
* xyz 1 2
Ti 0.9002 -0.2675 0.5780
C -1.5667 -1.4024 3.9369
N -1.0070 -0.1322 4.2907
C -1.5650 0.8045 5.1113
C -0.6573 1.8055 5.2317
N 0.4506 1.4916 4.5026
B 1.6880 2.4516 4.4511
N 2.8074 1.8092 3.6003
C 4.0125 1.3516 4.0411
C 4.7712 1.0123 2.9662
N 4.0168 1.2662 1.8533
C 4.4234 1.1799 0.4773
C 2.8154 1.7233 2.2682
S 1.5261 2.0585 1.1905
C 0.2237 0.3140 3.9276
S 1.2764 -0.6929 3.0256
H -2.6475 -1.3125 3.8499
H -1.3127 -2.1529 4.6896
H -1.1396 -1.7235 2.9822
H -2.5394 0.6793 5.5330
H -0.6972 2.7149 5.7908
H 1.3364 3.4473 3.9045
H 2.0690 2.6028 5.5651
H 4.2372 1.3114 5.0868
H 5.7601 0.6064 2.8991
H 5.4427 0.8063 0.4237
H 4.3755 2.1682 0.0141
H 3.7428 0.5158 -0.0719
Br 5.4018 -2.2823 0.9696
C 4.3167 -2.5085 -0.5678
C 4.7198 -3.3630 -1.5791
C 3.8744 -3.5054 -2.6743
C 2.6905 -2.7872 -2.7117
C 2.4032 -1.9349 -1.6519
N 3.2003 -1.8092 -0.5770
C 1.2257 -1.0337 -1.5701
O 0.0903 -1.3373 -1.9229
O 1.5164 0.1172 -1.0317
H 5.6592 -3.8866 -1.5144
H 4.1482 -4.1661 -3.4824
H 2.0006 -2.8645 -3.5350
O 0.6149 -2.0750 0.6929
N 1.0919 -3.2733 0.9448
C 2.1860 -3.4466 1.7301
C 2.6520 -4.7057 1.9993
C 1.9964 -5.8263 1.4859
C 0.8658 -5.6223 0.6966
C 0.4352 -4.3494 0.4303
H 2.6588 -2.5499 2.1106
H 3.5398 -4.8124 2.6016
H 2.3695 -6.8168 1.6717
H 0.3275 -6.4558 0.2736
H -0.4184 -4.1183 -0.1903
C -1.3466 1.7498 -1.1442
P -1.4386 0.3935 0.1008
C -2.5154 1.2098 1.3447
C -2.0006 2.2807 2.0741
C -2.8078 2.9658 2.9650
C -4.1309 2.5929 3.1393
C -4.6508 1.5334 2.4147
C -3.8454 0.8382 1.5279
C -2.5221 -0.9203 -0.5478
C -2.5451 -2.1320 0.1416
C -3.3996 -3.1447 -0.2535
C -4.2271 -2.9666 -1.3519
C -4.2060 -1.7669 -2.0408
C -3.3626 -0.7451 -1.6396
P -0.2981 1.3050 -2.6477
C -1.6282 0.9603 -3.8605
C -1.6020 -0.3086 -4.4298
C -2.5436 -0.6730 -5.3741
C -3.5158 0.2327 -5.7657
C -3.5415 1.5026 -5.2092
C -2.6047 1.8689 -4.2591
C 0.2425 2.9881 -3.1239
C 0.1603 3.4202 -4.4440
C 0.7531 4.6094 -4.8270
C 1.4598 5.3606 -3.9042
C 1.5741 4.9215 -2.5952
C 0.9791 3.7365 -2.2071
H -0.8490 2.5853 -0.6318
H -2.3580 2.0570 -1.4355
H -0.9696 2.5846 1.9390
H -2.4062 3.7992 3.5183
H -4.7529 3.1214 3.8445
H -5.6896 1.2575 2.5359
H -4.2571 0.0095 0.9714
H -1.8870 -2.2720 0.9927
H -3.4305 -4.0751 0.2945
H -4.8878 -3.7631 -1.6596
H -4.8545 -1.6119 -2.8900
H -3.3639 0.1777 -2.1933
H -0.8412 -1.0060 -4.1081
H -2.5159 -1.6618 -5.8070
H -4.2497 -0.0505 -6.5068
H -4.2884 2.2167 -5.5245
H -2.6248 2.8674 -3.8441
H -0.3650 2.8201 -5.1733
H 0.6707 4.9411 -5.8512
H 1.9283 6.2843 -4.2049
H 2.1365 5.4975 -1.8761
H 1.1057 3.3824 -1.1905
*
```

Properties
ΔE to the lowest compared entry with this formula, charge and spin = 136.2 kJ/mol
HOMO-LUMO gap (alpha / beta) = 0.237 / 0.238 Ha
<S²> = 0.75

***

# 4
# C23H49BCl32FNOSi

17 unconnected molecules or ions with the total composition C23H49BCl32FNOSi in a non-equilibrium geometry (the ωB97M-V functional and the def2-TZVPD basis, the Open Molecules 2025 dataset).

```
! RIJCOSX wB97M-V def2-TZVPD def2/J DEFGRID3
* xyz 0 1
C 4.5835 2.6115 -1.5873
C 4.5461 3.0521 -0.1357
Si 4.5487 1.6506 1.1844
C 3.2711 0.2906 0.7071
C 1.7568 0.5281 1.2932
C 0.7545 -0.5384 0.4927
F 0.0402 -1.4514 1.4194
B 4.3255 2.3112 3.0263
O 5.3000 1.7937 4.0051
N 3.1699 3.2528 3.2941
C 2.7950 3.3446 4.7540
C 3.3353 4.6034 2.6350
H 3.9596 3.1760 -2.4322
H 5.2786 1.7041 -1.9293
H 4.5511 4.2097 0.1548
H 5.8835 1.0028 1.1147
H 3.6639 -0.8008 0.9895
H 3.1775 0.2756 -0.4809
H 1.6615 0.2926 2.4566
H 1.3593 1.6043 1.0506
H 1.4626 -1.2205 -0.1765
H 0.0224 0.0277 -0.2611
H 6.1487 1.6107 3.4781
H 1.9228 2.5685 4.9897
H 3.6664 3.1577 5.5111
H 2.3424 4.4121 5.0380
H 2.5928 4.6745 1.7028
H 3.0847 5.5233 3.3151
H 4.4571 4.6820 2.2893
C 4.5343 7.1653 -0.1126
Cl 5.0614 7.5212 1.5368
Cl 2.8700 6.5696 -0.1339
H 4.5929 8.0786 -0.7097
H 5.1906 6.4029 -0.5392
C -0.1508 9.5495 -0.5243
Cl 0.2145 8.9112 1.0831
Cl 1.2502 10.3789 -1.2129
H -0.4321 8.7220 -1.1802
H -0.9801 10.2567 -0.4463
C 2.8024 6.0977 -4.1970
Cl 4.1721 6.5635 -3.1812
Cl 1.6797 5.0569 -3.3129
H 2.2744 6.9991 -4.5176
H 3.1749 5.5578 -5.0709
C 3.7422 -4.1460 0.6998
Cl 4.8619 -3.0921 1.5719
Cl 3.0269 -3.3087 -0.6830
H 4.2856 -5.0239 0.3420
H 2.9447 -4.4573 1.3788
C -1.0778 3.1605 0.6191
Cl -0.8055 4.3881 1.8617
Cl -0.2242 3.5671 -0.8746
H -0.7148 2.1971 0.9853
H -2.1485 3.0964 0.4109
C 8.5920 2.4948 -2.5835
Cl 8.4790 1.0983 -3.6614
Cl 7.0589 2.7815 -1.7512
H 9.3709 2.3084 -1.8401
H 8.8480 3.3790 -3.1723
C 0.1829 6.7965 5.1454
Cl -0.3213 5.1264 5.4307
Cl 0.8415 6.9927 3.5166
H -0.6823 7.4539 5.2608
H 0.9508 7.0659 5.8745
C -0.7463 -3.1956 -2.6172
Cl 0.6763 -2.4706 -3.3760
Cl -0.8200 -4.9333 -2.9338
H -0.6957 -3.0325 -1.5379
H -1.6448 -2.7220 -3.0202
C -4.6526 -5.1486 -2.0106
Cl -5.9000 -6.3154 -2.4660
Cl -4.5308 -3.8496 -3.2034
H -4.9068 -4.7170 -1.0394
H -3.6909 -5.6631 -1.9453
C -4.3224 -9.8827 -2.4008
Cl -4.7870 -10.9185 -3.7559
Cl -4.4956 -10.7338 -0.8611
H -3.2796 -9.5808 -2.5250
H -4.9641 -8.9983 -2.3927
C -7.2576 -12.4923 0.5541
Cl -7.7222 -13.5281 -0.8010
Cl -7.4308 -13.3434 2.0938
H -6.2148 -12.1904 0.4298
H -7.8992 -11.6079 0.5622
C -8.2527 -8.7118 -4.9331
Cl -7.8873 -9.3501 -3.3256
Cl -6.8516 -7.8824 -5.6216
H -8.5340 -9.5393 -5.5889
H -9.0820 -8.0046 -4.8550
C 1.9135 7.1361 8.8732
Cl 2.7501 6.0626 7.7451
Cl 0.5851 7.9869 8.0752
H 1.5113 6.5421 9.6975
H 2.6247 7.8699 9.2599
C -3.6947 6.4617 1.7637
Cl -4.9420 5.2948 1.3083
Cl -3.5729 7.7607 0.5709
H -3.9488 6.8932 2.7349
H -2.7329 5.9472 1.8290
C -0.2509 -5.6238 0.4653
Cl -0.0682 -3.9206 0.9022
Cl -0.0016 -6.6705 1.8679
H -1.2591 -5.7850 0.0759
H 0.4855 -5.8753 -0.3018
C -10.1440 -11.1815 -8.3324
Cl -9.8277 -9.5285 -8.8733
Cl -10.2276 -11.2686 -6.5688
H -11.0962 -11.5166 -8.7507
H -9.3381 -11.8309 -8.6830
*
```

Properties
HOMO-LUMO gap = 0.311 Ha

***

# 5
# C3H3N3O2

C3H3N3O2 in the gas phase in a non-equilibrium geometry (the ωB97M-V functional and the def2-TZVPD basis, the Open Molecules 2025 dataset).

```
! RIJCOSX wB97M-V def2-TZVPD def2/J DEFGRID3
* xyz 0 1
C -0.4599 0.6377 1.5562
C 0.5234 0.4255 -1.4955
C 0.1409 -0.7227 1.2318
H 1.0838 0.4900 -2.3874
H -0.1281 -1.2216 -2.1784
H 0.0795 -1.3493 2.0476
N 0.7820 1.3041 -0.5091
N -0.3763 -0.6611 -1.2927
N -0.0462 -1.3579 0.0581
O -1.3105 0.9597 2.4708
O -0.2887 1.4956 0.4986
*
```

Properties
ΔE to the lowest compared entry with this formula, charge and spin = 647.9 kJ/mol
HOMO-LUMO gap = 0.346 Ha

***

# 6
# C5H8N2

C5H8N2 in the gas phase in a non-equilibrium geometry (the ωB97M-V functional and the def2-TZVPD basis, the Open Molecules 2025 dataset).

```
! RIJCOSX wB97M-V def2-TZVPD def2/J DEFGRID3
* xyz 0 1
C -0.9569 1.2240 -0.2230
C -0.3325 -0.1650 -0.3572
C 1.1750 -0.1154 -0.7234
C 1.9893 0.5786 0.2779
N 2.5951 1.1205 1.1019
C -0.6386 -1.1433 0.8200
N -1.0655 -1.1995 -0.8703
H -0.4134 1.8517 0.4915
H -0.9387 1.7258 -1.1971
H -2.0004 1.1309 0.0883
H 1.2857 0.3973 -1.6857
H 1.5402 -1.1387 -0.8525
H -1.2947 -0.6685 1.5472
H 0.2805 -1.5845 1.2031
H -1.2253 -2.0137 0.3794
*
```

Properties
ΔE to the lowest compared entry with this formula, charge and spin = 390.9 kJ/mol
HOMO-LUMO gap = 0.355 Ha

***

# 7
# C23H46O13S2

A molecular structure, C23H46O13S2 in a non-equilibrium geometry (the ωB97M-V functional and the def2-TZVPD basis, the Open Molecules 2025 dataset).

```
! RIJCOSX wB97M-V def2-TZVPD def2/J DEFGRID3
* xyz 0 1
C 4.2036 -0.1540 3.1746
C 3.3637 0.7741 2.3417
O 3.8214 1.3995 1.4041
O 2.0710 0.8702 2.7576
C 1.0923 0.8963 1.7167
C -0.0803 1.7793 2.1564
C -1.4397 1.2023 1.7681
C -2.6013 1.8963 2.4967
C -3.1389 1.1074 3.6923
O -4.5359 0.7801 3.5328
S -4.7017 -0.7160 2.9476
O -4.8079 -1.6183 4.0614
O -6.2722 -0.5653 2.3918
S -6.5004 -1.4954 1.0279
H 3.5984 -0.6627 3.9160
H 4.9603 0.4333 3.6873
H 4.7083 -0.8719 2.5362
H 1.4975 1.2861 0.7885
H 0.7344 -0.1150 1.5259
H 0.0162 1.9677 3.2236
H 0.0236 2.7384 1.6513
H -1.4369 0.1291 1.9527
H -1.5852 1.3625 0.7020
H -3.4237 2.0630 1.8055
H -2.2889 2.8827 2.8305
H -2.5447 0.2209 3.9095
H -3.0926 1.7353 4.5758
H -6.7217 -0.4971 0.1507
O 6.6678 -1.8737 0.5190
C 6.5384 -1.0313 -0.3292
O 5.3051 -0.7596 -0.7858
C 5.0136 0.3553 -1.6351
C 5.2339 0.0265 -3.0970
C 7.7193 -0.3296 -0.9540
H 5.5698 1.2372 -1.3187
H 3.9625 0.5743 -1.4569
H 6.2790 -0.2063 -3.3026
H 4.9415 0.8692 -3.7237
H 4.6422 -0.8446 -3.3802
H 8.0905 -0.9305 -1.7828
H 8.4990 -0.2449 -0.2005
H 7.5053 0.6713 -1.3055
O -4.7144 -4.8244 -3.9403
C -5.8877 -4.6949 -3.7436
O -6.2960 -3.8713 -2.7560
C -7.6602 -3.4980 -2.5632
C -8.4086 -4.5070 -1.7167
C -6.9174 -5.4897 -4.5142
H -8.1515 -3.3126 -3.5193
H -7.6251 -2.5417 -2.0423
H -8.4559 -5.4811 -2.2035
H -9.4271 -4.1667 -1.5281
H -7.9020 -4.6452 -0.7617
H -7.0601 -6.4505 -4.0217
H -6.5300 -5.6615 -5.5147
H -7.8784 -4.9913 -4.6188
O 9.2162 1.5041 -2.6556
C 10.2871 1.1104 -3.0249
O 10.4049 0.6330 -4.2769
C 11.6617 0.3132 -4.8789
C 12.1064 -1.0955 -4.5451
C 11.4761 1.0547 -2.0947
H 12.4157 1.0576 -4.6200
H 11.4927 0.4011 -5.9506
H 12.2744 -1.2209 -3.4753
H 13.0317 -1.3367 -5.0685
H 11.3397 -1.8114 -4.8401
H 11.4476 0.1148 -1.5444
H 11.3919 1.8775 -1.3898
H 12.4369 1.1515 -2.5944
O -6.4489 2.5148 1.6882
C -7.3402 2.6160 2.4852
O -8.3961 3.3947 2.1685
C -9.5945 3.4400 2.9441
C -9.4947 4.4330 4.0833
C -7.2848 1.9706 3.8511
H -9.8713 2.4430 3.2888
H -10.3706 3.7561 2.2487
H -8.7177 4.1505 4.7935
H -10.4427 4.4965 4.6180
H -9.2415 5.4210 3.6991
H -6.7645 2.6360 4.5391
H -6.7230 1.0435 3.7680
H -8.2645 1.7246 4.2556
*
```

Properties
HOMO-LUMO gap = 0.375 Ha

***

# 8
# C12H21N3O3

C12H21N3O3 in the gas phase (the ωB97M-V functional and the def2-TZVPD basis, the Open Molecules 2025 dataset).

```
! RIJCOSX wB97M-V def2-TZVPD def2/J DEFGRID3
* xyz 0 1
C 3.3858 -1.7144 1.3956
C 3.6025 -2.5609 0.4079
C 2.6152 -2.9411 -0.6571
N 1.2739 -2.4740 -0.4187
C 0.6166 -1.6430 -1.2305
O 1.0557 -1.1423 -2.2541
C -0.8205 -1.3782 -0.7592
O -1.2659 -1.8901 0.2542
N -1.4666 -0.5888 -1.6163
H -0.9065 -0.2435 -2.3878
C -2.8205 -0.1230 -1.4753
C -2.9017 1.4033 -1.3888
C -2.5241 1.9253 -0.0007
N -1.1983 1.4935 0.3963
C -0.1368 2.3308 -0.1296
C 1.2147 1.6998 0.2068
H 2.0328 2.3501 -0.1076
O 1.3713 1.5143 1.5940
C 0.3207 0.7339 2.1150
C -1.0416 1.3617 1.8323
H -1.8210 0.7009 2.2156
H -1.1098 2.3390 2.3442
H 0.4992 0.6580 3.1891
H 0.3318 -0.2701 1.6667
H 1.3000 0.7349 -0.3130
H -0.2340 2.4061 -1.2137
H -0.1805 3.3493 0.3008
H -2.6194 3.0255 0.0161
H -3.2375 1.5191 0.7206
H -2.2508 1.8383 -2.1492
H -3.9242 1.7170 -1.6052
H -3.2181 -0.5802 -0.5667
H -3.4043 -0.4714 -2.3356
H 0.7661 -2.8025 0.3939
H 2.9288 -2.5089 -1.6148
H 2.6068 -4.0336 -0.7648
H 4.5620 -3.0490 0.2992
H 4.1493 -1.4851 2.1181
H 2.4488 -1.2007 1.5221
*
```

Properties
ΔE to the lowest compared entry with this formula, charge and spin = 69.3 kJ/mol
HOMO-LUMO gap = 0.346 Ha

***

# 9
# C6H9BrN3

A molecular structure, C6H9BrN3 in a non-equilibrium geometry (the ωB97M-V functional and the def2-TZVPD basis, the Open Molecules 2025 dataset).

```
! RIJCOSX wB97M-V def2-TZVPD def2/J DEFGRID3
* xyz 1 1
C -0.0871 2.3836 0.3272
C -0.6951 1.4300 1.0242
C 0.7878 2.1028 -0.7797
C -0.2448 -2.2622 -0.2783
C -0.4879 0.0180 0.7428
C 0.8079 -0.1082 -0.1631
N 1.2107 0.9204 -1.0706
N -1.4433 -0.7661 0.0085
N 0.7368 -1.3633 -0.9696
Br -2.9927 -1.2247 0.8606
H -0.1685 3.3569 0.6832
H -1.5423 1.6110 1.6783
H 1.2434 2.9994 -1.4643
H 0.0846 -2.4566 0.6825
H -0.8572 -3.0677 -0.7088
H -0.2149 -0.4773 1.8159
H 1.7059 -0.3201 0.5799
H 1.7447 -1.7443 -1.0449
H 0.4121 -1.0316 -1.9239
*
```

Properties
ΔE to the lowest compared entry with this formula, charge and spin = 216.8 kJ/mol
HOMO-LUMO gap = 0.326 Ha